(1)
Density functional theory data (ωB97M-V/def2-TZVPD) for a structure of composition C31H41GeN3O6OsS.

Geometry as XYZ:
```
84
Properties=species:S:1:pos:R:3:forces:R:3:mulliken_charge:R:1
Os -0.307919 -0.120914 0.275668 0.04 -0.41 -0.77 3.326
C 0.309514 0.851682 -3.106233 -0.08 0.00 0.24 -0.317
C 1.703014 1.363847 -2.926361 0.02 0.15 0.09 0.784
C 2.531961 1.437979 -4.034758 0.09 -0.01 -0.09 -0.726
C 3.852383 1.853909 -3.941346 0.00 -0.03 -0.03 -0.918
C 4.349990 2.161029 -2.687389 0.00 -0.04 -0.01 -0.886
C 3.559228 2.096571 -1.545373 -0.03 -0.05 0.06 1.428
C 4.222110 2.349212 -0.219211 -0.14 0.07 0.00 -1.656
C 2.177357 1.757829 -1.644754 0.22 0.22 -0.13 -0.235
N 1.357045 1.707554 -0.541841 -0.24 -0.44 0.03 0.987
C 1.407969 2.625582 0.441054 -0.05 0.19 -0.14 -0.782
O 1.745052 3.819104 0.301132 0.17 -0.07 -0.04 -0.795
C 1.021440 2.124237 1.783130 0.12 0.41 -0.02 0.183
C 1.395439 2.855213 2.886353 -0.12 -0.13 -0.01 -0.430
C 1.244213 2.338942 4.178369 0.03 0.16 0.10 -1.143
C 0.703419 1.043839 4.293311 -0.08 -0.05 -0.19 -0.150
C 0.294195 0.359271 3.180642 0.06 -0.14 0.43 -0.168
N 0.418245 0.882506 1.909306 0.14 -0.13 -0.06 0.187
C -0.295547 -1.001553 3.342318 -0.13 -0.08 0.22 -0.283
O -0.261925 -1.582202 4.445157 0.02 -0.01 -0.05 -0.846
N -0.868776 -1.469024 2.230089 0.08 0.41 -0.58 -0.163
C -1.287123 -2.783762 2.113990 -0.06 -0.39 0.17 -0.205
C -2.640711 -3.054067 1.832257 0.11 0.10 0.03 0.621
C -3.609459 -1.907347 1.780312 0.07 -0.01 -0.02 -0.821
C -3.052752 -4.360554 1.614704 -0.06 -0.08 0.00 -0.288
C -2.153982 -5.416436 1.662959 0.00 0.01 0.02 -0.893
C -0.825538 -5.153119 1.958647 -0.04 -0.07 -0.01 -0.935
C -0.380744 -3.860676 2.200754 0.03 0.09 0.00 1.391
C 1.053882 -3.604399 2.563587 -0.08 0.00 -0.02 -1.330
H 0.070339 0.701480 -4.157825 -0.02 0.02 -0.04 0.464
H -0.429218 1.518028 -2.659711 0.09 -0.22 -0.05 -0.816
H 0.198850 -0.107736 -2.609017 -0.10 -0.16 0.01 -0.462
H 2.125158 1.163873 -5.003492 -0.03 -0.03 0.02 0.369
H 4.483914 1.905523 -4.821136 -0.01 0.02 0.00 0.352
H 5.390961 2.453060 -2.578079 0.01 -0.03 0.02 0.358
H 5.304048 2.220637 -0.310289 -0.02 -0.02 0.02 0.440
H 3.840920 1.666280 0.544020 -0.01 0.06 0.01 0.079
H 4.004797 3.356553 0.139218 -0.02 0.03 0.05 0.342
H 1.839010 3.825038 2.706728 0.01 -0.01 -0.08 0.470
H 1.549099 2.903602 5.050490 0.01 -0.01 -0.01 0.354
H 0.588082 0.548523 5.247288 -0.04 -0.06 -0.02 0.523
H -3.311943 -1.202537 1.001482 -0.06 0.04 0.03 -0.283
H -3.601795 -1.355822 2.722354 0.01 0.03 -0.02 0.359
H -4.625914 -2.252966 1.579886 0.00 -0.03 -0.02 0.360
H -4.099371 -4.555071 1.396557 0.00 0.02 0.01 0.349
H -2.485865 -6.430261 1.471539 0.01 0.00 -0.01 0.360
H -0.110731 -5.969829 1.994776 0.01 0.01 0.02 0.323
H 1.678575 -4.470172 2.332781 0.00 0.00 -0.03 0.400
H 1.124797 -3.374772 3.628919 0.05 0.04 -0.01 0.347
H 1.431911 -2.728125 2.031673 0.03 -0.01 0.05 0.067
C -3.187833 4.253196 0.054404 0.16 -0.17 -0.05 -1.529
Ge -2.220338 2.823438 -0.965144 -0.45 0.35 -0.11 0.960
C -0.825890 3.850587 -1.925098 0.01 -0.16 0.15 -1.338
C -3.522628 2.238530 -2.359779 0.18 -0.05 0.12 -1.456
C -1.913847 1.324429 0.259548 0.10 0.01 0.07 -1.515
H -3.655478 4.970905 -0.625041 0.03 -0.02 -0.05 0.405
H -2.472240 4.794098 0.678370 0.00 -0.02 0.01 0.384
H -3.961767 3.841272 0.705847 0.02 -0.06 -0.03 0.386
H -1.209916 4.857827 -2.105702 -0.09 -0.01 0.02 0.546
H -0.570472 3.399063 -2.885016 -0.06 0.13 0.06 0.422
H 0.084666 3.931749 -1.332838 0.05 0.04 0.00 0.259
H -3.656146 3.009338 -3.122429 0.03 0.03 0.01 0.409
H -4.497083 2.030344 -1.910830 0.02 -0.01 0.04 0.372
H -3.172795 1.326039 -2.849171 0.01 0.00 0.00 0.388
H -2.800820 0.695843 0.085597 -0.05 0.05 0.01 0.162
H -2.024033 1.742870 1.266060 0.02 0.01 0.00 0.526
C -3.481897 -2.739956 -1.650919 0.49 0.17 -0.07 -0.772
S -1.809601 -2.320910 -2.144318 -0.49 -0.52 -0.63 1.286
O -1.020625 -3.536220 -2.089905 -0.06 0.12 0.16 -0.848
O -1.922766 -1.727212 -3.461291 0.04 0.12 0.24 -0.768
O -1.409209 -1.334884 -1.109422 0.37 0.54 0.55 -0.078
H -3.901547 -3.370511 -2.430945 0.01 -0.03 0.00 0.470
H -4.033150 -1.805414 -1.568023 -0.05 -0.03 0.01 0.248
H -3.431243 -3.259660 -0.698133 -0.04 -0.01 0.00 0.046
C 3.861966 -1.067270 0.441531 0.36 -0.11 -0.01 -1.099
O 2.540371 -0.592834 0.664043 -0.07 -0.20 -0.14 -0.149
C 1.506560 -1.102098 0.030886 -0.21 0.42 0.53 0.212
C 1.801890 -2.245446 -0.874390 -0.26 -0.19 -0.09 -1.530
H 3.935215 -2.147286 0.588170 -0.03 0.08 0.04 0.433
H 4.479960 -0.563608 1.180587 0.00 0.03 -0.05 0.267
H 4.204566 -0.811016 -0.563621 -0.05 0.05 0.03 0.358
H 2.366895 -3.028894 -0.359796 -0.03 0.02 -0.02 0.547
H 2.409753 -1.889006 -1.716276 -0.02 0.04 0.02 0.409
H 0.881876 -2.676865 -1.261588 0.04 0.00 -0.02 -0.103
```
Forces are in eV/Å.

LUMO level (spin up / spin down) in eV: 4.40 / 4.38
Max |F| in hartree/bohr: 0.0185
Net charge: -2
Spin multiplicity: 5

(2)
Density functional theory data (ωB97M-V/def2-TZVPD) for a structure of composition C31H41N2O4PSr in a non-equilibrium geometry.

Geometry as XYZ:
```
80
Properties=species:S:1:pos:R:3:forces:R:3:mulliken_charge:R:1
Sr -1.592619 0.472424 0.295108 1.29 -0.48 -0.38 1.716
C -2.323922 2.869569 2.378966 -0.15 0.12 -0.01 -0.783
C -2.809394 1.740792 3.274285 -0.08 -0.11 -0.04 -0.721
O -2.459173 0.488926 2.678528 -0.10 0.06 -0.24 0.294
C -3.188354 -0.648661 3.147423 -0.02 0.15 -0.05 -0.783
C -3.025706 -1.794648 2.161021 -0.18 -0.03 0.02 -0.670
O -3.213901 -1.411925 0.788046 0.04 0.46 -0.06 -0.330
C -4.537671 -0.987816 0.430902 -0.08 -0.02 0.26 -0.331
C -4.533696 -0.352751 -0.943205 -0.24 0.10 -0.15 -0.850
O -3.670800 0.783896 -1.082555 0.43 -0.05 0.54 -0.213
C -4.149728 2.105193 -0.804759 -0.33 0.06 -0.22 -0.854
C -3.989771 2.568518 0.627104 -0.12 0.06 0.35 -0.198
O -2.601526 2.667591 0.981661 -0.07 -0.45 -0.14 -0.349
H -1.242636 2.986675 2.435207 0.04 -0.01 0.03 0.287
H -2.791121 3.796816 2.715217 0.08 0.09 0.02 0.457
H -3.892295 1.787911 3.411459 -0.05 -0.05 0.01 0.488
H -2.344532 1.845819 4.256508 0.02 0.01 0.03 0.389
H -4.239538 -0.372975 3.264733 -0.03 0.03 0.02 0.552
H -2.817149 -0.969519 4.122715 0.01 -0.02 0.03 0.370
H -3.738824 -2.575977 2.431917 0.05 -0.10 -0.02 0.447
H -2.018169 -2.204510 2.203816 0.02 0.01 0.00 0.167
H -4.919782 -0.280927 1.172148 0.00 -0.01 0.04 0.164
H -5.203906 -1.853654 0.421234 -0.03 -0.01 -0.04 0.455
H -5.557457 -0.064743 -1.193617 -0.02 -0.05 -0.03 0.437
H -4.184432 -1.065400 -1.687970 0.01 -0.05 -0.02 0.320
H -5.208354 2.169651 -1.068439 0.00 0.05 -0.01 0.447
H -3.591679 2.757766 -1.475591 -0.01 0.05 -0.01 0.310
H -4.497363 1.873709 1.302658 -0.01 0.04 0.02 0.032
H -4.453991 3.550519 0.742739 -0.06 0.02 -0.06 0.493
N 0.458829 -1.035880 3.156593 0.05 0.09 -0.05 -0.144
C 1.410296 0.009856 3.320505 -0.01 0.06 -0.09 0.189
C 1.647777 0.573595 4.569011 -0.06 -0.04 0.03 -0.780
C 2.544857 1.621295 4.709164 0.01 0.00 0.02 -0.695
C 3.230460 2.110310 3.606591 0.03 0.05 -0.03 -0.824
C 2.999178 1.558305 2.356000 -0.02 -0.10 0.06 -0.790
C 2.085914 0.515205 2.195899 -0.02 0.00 0.06 0.712
P 1.576959 -0.106031 0.571834 -0.30 0.05 -0.22 1.166
C 2.088915 -1.854231 0.539175 0.02 0.02 0.08 -0.424
C 3.098283 -2.344883 1.366974 0.01 -0.04 -0.02 0.250
C 3.468644 -3.682711 1.298181 0.00 0.01 0.01 -0.739
C 2.835527 -4.536372 0.404075 0.04 0.02 0.04 -0.620
C 1.826050 -4.055103 -0.419248 -0.04 0.01 -0.03 -0.616
C 1.448891 -2.721819 -0.346945 0.09 -0.03 0.04 -0.508
C 2.656380 0.697850 -0.652576 0.04 -0.01 0.04 0.277
C 2.227376 1.895341 -1.224737 0.07 -0.02 -0.04 -0.368
C 3.003442 2.545465 -2.173998 -0.05 0.01 0.02 -0.694
C 4.213631 1.993150 -2.571357 0.03 -0.04 0.01 -0.584
C 4.646874 0.797211 -2.012828 -0.03 -0.01 0.02 -0.750
C 3.873204 0.151021 -1.056941 0.02 0.04 -0.01 -0.268
H 0.117920 -1.354439 4.054166 0.00 -0.01 0.05 0.346
H 0.855826 -1.834392 2.671566 0.03 -0.01 0.00 0.116
H 1.139482 0.174988 5.441532 0.02 0.01 -0.03 0.385
H 2.722422 2.044138 5.689832 0.00 -0.02 -0.02 0.424
H 3.944929 2.915300 3.720139 -0.03 -0.03 -0.01 0.446
H 3.530260 1.939556 1.492995 0.00 0.00 -0.01 0.470
H 3.597663 -1.679256 2.063293 0.00 -0.03 -0.02 0.500
H 4.255967 -4.056313 1.941250 -0.03 0.01 -0.03 0.456
H 3.127629 -5.577559 0.351660 -0.01 0.03 0.00 0.421
H 1.330739 -4.721767 -1.114409 0.01 0.02 0.02 0.465
H 0.663092 -2.347843 -0.991719 -0.07 0.03 -0.06 0.391
H 1.281820 2.332200 -0.923633 -0.06 0.02 0.01 0.351
H 2.666268 3.481965 -2.600485 0.01 -0.02 0.01 0.467
H 4.821131 2.495845 -3.313084 -0.01 -0.01 0.02 0.398
H 5.591659 0.367174 -2.318762 -0.01 0.00 0.00 0.434
H 4.218282 -0.781943 -0.629075 0.01 0.01 -0.01 0.387
C 1.799650 -1.048209 -4.225045 -0.01 0.02 0.03 -1.156
C 0.406657 -0.460162 -4.518922 0.16 0.02 -0.26 2.270
C 0.537244 0.869290 -5.281099 -0.03 -0.01 0.04 -1.578
C -0.462577 -1.456676 -5.300146 -0.01 0.01 0.06 -1.766
C -0.219891 -0.190156 -3.222243 0.15 -0.05 0.21 -0.658
N -0.630222 -0.005769 -2.165258 -0.36 0.09 0.15 -0.337
H 2.294413 -1.267727 -5.171974 -0.03 0.02 0.01 0.474
H 1.726284 -1.975234 -3.653356 0.01 0.03 -0.02 0.328
H 2.414514 -0.337796 -3.667773 -0.02 -0.03 -0.01 0.106
H 1.033273 0.679296 -6.233091 -0.01 -0.02 0.02 0.429
H 1.137457 1.585249 -4.717726 -0.01 -0.01 -0.02 0.284
H -0.440867 1.305741 -5.486694 0.03 0.00 0.01 0.404
H 0.014982 -1.662128 -6.258175 0.01 0.02 0.02 0.426
H -1.454509 -1.047478 -5.494905 0.02 -0.02 0.00 0.403
H -0.565493 -2.399739 -4.761493 -0.01 0.03 -0.02 0.380
```
Forces are in eV/Å.

LUMO level in eV: -4.41
Max |F| in hartree/bohr: 0.0278
Energy above the lowest of the compared OMol25 structures with the same formula, charge and spin in eV: 0.491
Net charge: +2

Q: Which of these has the lowest max |F|?
A: C31H41GeN3O6OsS

Q: Which of these has the highest net charge?
A: C31H41N2O4PSr

Q: The highest net charge belongs to which entry?
A: C31H41N2O4PSr

Q: Which value of max |F| does entry 2 give?
A: 0.0278 hartree/bohr